[1]
Formula: C4H4O3
Source: the Open Molecules 2025 dataset
Level of theory: ωB97M-V/def2-TZVPD

## Properties
Charge = 0
LUMO energy = -0.75 eV
SMILES = CC(=O)C(=O)C=O

Each line ends with the natural charge from an NBO analysis.
CARTESIAN COORDINATES (ANGSTROEM)
C  -1.727883  0.131891  -0.499336  -0.722
C  -0.274673  -0.231740  -0.521900  0.496
O  0.311347  -0.710989  -1.468107  -0.487
C  0.559388  -0.044468  0.752961  0.402
O  0.085976  0.027568  1.860652  -0.460
C  2.069507  0.007401  0.498412  0.361
O  2.577024  1.034458  0.124722  -0.471
H  -2.230406  -0.360931  0.338122  0.253
H  -2.183825  -0.154794  -1.448841  0.244
H  -1.834992  1.211901  -0.347801  0.249
H  2.648540  -0.910299  0.711114  0.135

Force components x, y, z for each atom (eV/Å):
-0.012 -0.017 -0.061
0.016 -0.140 -0.385
-0.236 0.200 0.391
-0.228 0.075 0.401
0.259 -0.057 -0.582
0.269 0.434 -0.080
-0.272 -0.543 0.189
0.089 0.061 -0.076
0.060 0.036 0.162
0.049 -0.132 0.015
0.006 0.083 0.026


[2]
Formula: C5H11NO
Source: the Open Molecules 2025 dataset
Level of theory: ωB97M-V/def2-TZVPD

## Properties
Charge = 0
LUMO energy = 0.31 eV

Each line ends with the natural charge from an NBO analysis.
CARTESIAN COORDINATES (ANGSTROEM)
C  -1.671779  -2.252310  0.385068  -0.419
N  -0.946385  -1.058108  -0.004884  -0.620
C  0.297938  -0.795734  0.495865  0.531
O  0.806077  -1.448541  1.408687  -0.629
C  1.219805  0.174182  -0.092976  -0.014
C  -0.162102  1.640087  -1.340347  -0.758
C  1.790880  1.217693  0.804782  -0.716
H  -1.599870  -3.044933  -0.370207  0.190
H  -2.728372  -2.022606  0.555664  0.196
H  -1.232019  -2.619044  1.312968  0.241
H  -1.233290  -0.587708  -0.847215  0.390
H  0.660715  0.815488  -1.238108  0.222
H  -0.823859  1.772325  -0.483336  0.229
H  -0.721953  1.323471  -2.224239  0.223
H  0.391728  2.559058  -1.542321  0.233
H  2.420748  1.929034  0.261444  0.219
H  1.085974  1.759316  1.450777  0.198
H  2.445765  0.638331  1.468376  0.286

Force components x, y, z for each atom (eV/Å):
-0.065 -0.109 0.083
0.116 0.114 -0.062
0.042 0.023 -0.034
-0.137 0.067 -0.066
0.133 -0.093 0.238
-0.190 0.192 -0.001
-0.026 0.036 -0.034
0.027 0.133 0.098
0.173 -0.009 -0.023
-0.071 0.035 -0.108
0.092 -0.017 0.107
-0.111 0.051 -0.159
0.187 -0.113 -0.117
0.041 0.055 0.098
-0.061 -0.156 0.036
-0.098 -0.151 0.089
0.019 -0.101 -0.077
-0.070 0.044 -0.068


[3]
Formula: C5H10N2S
Source: the Open Molecules 2025 dataset
Level of theory: ωB97M-V/def2-TZVPD

## Properties
Charge = 0
LUMO energy = 0.81 eV
SMILES = N[C@H]1CNC[C@H]2S[C@H]12

Each line ends with the natural charge from an NBO analysis.
CARTESIAN COORDINATES (ANGSTROEM)
C  -0.904714  -0.605246  1.082614  -0.070
C  -0.176355  -1.752484  0.396907  -0.238
C  1.254572  -0.469837  -1.284547  -0.250
C  1.298866  0.513226  -0.134991  -0.402
C  -0.368561  0.531288  0.098373  -0.311
H  -2.863491  -0.891455  0.638128  0.355
H  -2.633300  0.388828  1.553263  0.367
H  -0.358429  -0.359000  2.068103  0.183
H  0.844355  -1.745697  0.920230  0.205
H  -0.760893  -2.613053  0.644886  0.222
H  -0.263354  -1.724496  -1.851000  0.365
H  0.766448  0.038076  -2.195853  0.211
H  2.322252  -0.802432  -1.485704  0.197
H  1.691129  0.156982  0.906590  0.230
H  -0.907577  0.151647  -0.832109  0.184
N  -2.260538  -0.653906  1.382644  -0.814
N  0.385516  -1.646337  -1.001596  -0.650
S  0.541573  2.137539  -0.249001  0.217

Force components x, y, z for each atom (eV/Å):
4.022 4.223 1.204
2.910 0.290 0.141
1.259 -0.043 -1.159
-4.211 -1.367 1.923
0.930 0.188 -1.727
-0.457 -0.863 -1.332
1.308 -2.942 0.020
-0.752 -0.826 -1.124
-1.755 -0.761 -0.114
0.147 -1.174 -0.566
0.832 -0.090 2.287
1.340 -0.466 1.281
-1.270 0.119 -0.276
-0.124 1.045 -2.219
0.938 1.461 0.695
-2.654 3.323 1.137
-1.726 -0.676 -1.358
-0.737 -1.440 1.188


[4]
Formula: C19H10Cl5N3O4PdS
Source: the Open Molecules 2025 dataset
Level of theory: ωB97M-V/def2-TZVPD

## Properties
Charge = 0
LUMO energy (spin up / spin down) = -0.58 / -3.66 eV
Multiplicity = 3

Each line ends with the natural charge from an NBO analysis.
CARTESIAN COORDINATES (ANGSTROEM)
Pd  0.412087  0.402667  0.098726  0.810
Cl  -1.700647  1.786116  0.137646  0.122
C  -0.427659  2.959092  0.309732  0.001
C  0.813241  2.354005  0.258591  -0.219
C  1.902954  3.209521  0.337862  -0.080
Cl  3.533839  2.633548  0.215927  0.026
C  1.717613  4.592271  0.492565  -0.086
Cl  3.079081  5.640553  0.598080  0.062
C  0.440138  5.143649  0.557935  -0.081
Cl  0.214076  6.835033  0.745979  0.070
C  -0.669911  4.307724  0.457195  -0.130
Cl  -2.277846  4.905651  0.507052  0.071
O  -2.243156  -0.896365  -0.410907  -0.612
C  -2.487704  -2.081726  -0.549995  0.431
C  -1.524373  -3.159149  -0.520639  -0.332
C  -2.043321  -4.437007  -0.738754  -0.094
C  -1.222943  -5.533352  -0.746965  -0.083
C  0.155296  -5.394888  -0.531996  -0.137
C  0.685081  -4.158780  -0.313377  -0.327
C  -0.115743  -2.967090  -0.289964  0.553
O  0.482049  -1.865158  -0.067207  -0.813
N  -1.786777  -6.853273  -0.980787  0.537
O  -2.996801  -6.949176  -1.093730  -0.402
O  -1.035209  -7.811204  -0.910396  -0.402
H  -3.534000  -2.397603  -0.720930  0.111
H  -3.104635  -4.567771  -0.907306  0.240
H  0.776240  -6.279359  -0.544405  0.242
H  1.747019  -4.035522  -0.144026  0.214
N  6.908223  -1.657725  1.816856  -0.765
C  6.267808  -1.560446  0.609781  -0.015
S  7.176513  -2.061618  -0.785387  0.274
C  4.937087  -1.113631  0.496260  -0.093
C  4.311448  -0.946669  -0.762020  -0.249
C  3.027541  -0.482832  -0.833678  0.076
N  2.317002  -0.156974  0.257688  -0.422
C  2.870658  -0.338306  1.463329  0.065
C  4.146601  -0.809963  1.629792  -0.255
H  7.892609  -1.863146  1.836589  0.402
H  6.594833  -1.049352  2.556324  0.398
H  4.829790  -1.172974  -1.684554  0.230
H  2.529854  -0.359748  -1.784527  0.224
H  2.252957  -0.096359  2.316654  0.221
H  4.500766  -0.959678  2.639369  0.218

Force components x, y, z for each atom (eV/Å):
0.484 -0.412 -0.072
-0.099 -0.296 -0.026
-0.060 -0.023 0.009
-0.213 -0.116 0.039
0.129 -0.009 -0.031
-0.050 0.011 0.012
0.062 0.020 -0.007
-0.016 -0.007 0.002
-0.059 0.003 -0.003
0.015 -0.008 0.004
-0.016 -0.001 -0.012
0.063 0.001 0.002
-0.049 0.048 0.008
0.161 0.351 0.055
0.077 -0.028 0.034
0.080 0.055 -0.033
-0.004 -0.103 -0.294
0.049 -0.028 -0.046
-0.048 0.025 0.015
-0.062 -0.198 -0.023
-0.469 0.661 -0.004
-0.112 -0.054 1.151
0.002 0.039 -0.412
0.084 -0.002 -0.402
-0.019 -0.064 -0.009
0.005 0.012 -0.003
0.010 0.008 0.002
0.001 0.020 0.011
-0.080 0.028 0.113
0.051 -0.046 -0.196
-0.045 0.053 0.121
0.119 -0.078 0.032
-0.088 0.009 -0.054
-0.019 -0.054 -0.031
0.093 0.149 0.030
0.019 -0.032 0.042
-0.113 0.032 0.036
-0.003 -0.056 -0.049
0.052 0.056 -0.018
0.026 0.019 0.012
0.008 0.014 0.002
0.011 0.011 -0.002
0.025 -0.011 -0.006


Respective energy above the lowest of the compared OMol25 structures with the same formula, charge and spin values: 30.20, 97.05, 107.12, 0.00 kcal/mol.